Entry 1:
{
  "formula": "C16H49N3O7",
  "method": "the ωB97M-V functional and the def2-TZVPD basis",
  "elements": ["C", "O", "C", "C", "C", "N", "H", "H", "H", "H", "H", "H", "H", "H", "H", "H", "H", "C", "O", "C", "C", "C", "N", "H", "H", "H", "H", "H", "H", "H", "H", "H", "H", "H", "C", "O", "C", "C", "C", "N", "H", "H", "H", "H", "H", "H", "H", "H", "H", "H", "H", "C", "O", "H", "H", "H", "H", "C", "O", "H", "H", "H", "H", "C", "O", "H", "H", "H", "H", "C", "O", "H", "H", "H", "H"],
  "coordinates": [[9.34460, 3.51119, -2.83509], [8.07153, 3.97158, -2.95032], [7.06503, 3.03720, -3.42545], [5.60055, 3.53256, -3.31057], [4.59605, 2.44376, -3.66498], [5.44434, 4.61838, -4.27814], [9.31153, 2.60790, -2.22593], [9.91518, 4.24110, -2.26085], [9.80400, 3.31167, -3.80321], [7.34695, 2.70585, -4.42486], [7.20177, 2.19057, -2.75269], [5.43988, 3.85933, -2.28319], [3.62825, 2.90803, -3.47544], [4.69834, 1.43306, -3.26985], [4.71127, 2.13399, -4.70367], [6.15784, 5.28766, -4.02702], [5.75844, 4.37317, -5.20621], [2.04095, -3.83657, 4.06562], [0.72200, -4.32797, 4.41893], [-0.17014, -4.68915, 3.33395], [-1.47265, -5.26412, 3.88402], [-1.29768, -6.75504, 4.46209], [-2.60678, -5.48114, 2.90766], [2.62691, -4.65263, 3.64278], [2.58226, -3.71803, 5.00425], [2.04235, -2.89586, 3.51503], [-0.40209, -3.83760, 2.69429], [0.20455, -5.40051, 2.59797], [-1.92658, -4.69991, 4.69870], [-0.51405, -6.93757, 5.19742], [-1.04823, -7.30496, 3.55464], [-2.22492, -7.09572, 4.92279], [-2.23096, -5.91892, 2.07868], [-3.27038, -6.16518, 3.24206], [-5.61103, 3.27147, 0.11848], [-5.05924, 2.99023, -1.16758], [-3.61608, 3.08823, -1.32521], [-3.31680, 2.65256, -2.74028], [-1.84182, 2.82538, -2.98765], [-3.95086, 3.42940, -3.74219], [-5.11565, 2.62117, 0.83945], [-6.68663, 3.11134, 0.19298], [-5.31496, 4.27395, 0.42749], [-3.11202, 3.94589, -0.87975], [-3.14337, 2.35400, -0.67287], [-3.63923, 1.61624, -2.84120], [-1.52616, 3.73690, -2.48011], [-1.52102, 2.90704, -4.02617], [-1.31008, 2.04601, -2.44183], [-3.82295, 4.42599, -3.63950], [-4.95151, 3.30256, -3.69022], [1.08774, 0.22181, 0.44651], [0.00159, -0.53188, 0.02510], [1.05521, 1.30642, 0.34322], [1.34317, 0.06790, 1.49493], [1.93471, -0.07203, -0.17348], [-0.83661, -0.29520, 0.42884], [-0.66464, -4.09513, -2.00698], [-1.75304, -4.55290, -1.16245], [0.29971, -4.15482, -1.50244], [-0.40280, -4.90394, -2.68916], [-0.79638, -3.10704, -2.44791], [-1.91576, -3.86813, -0.50962], [-6.14693, -2.11956, 1.59711], [-4.68688, -2.09071, 1.63950], [-6.68759, -1.60029, 2.38839], [-6.20849, -1.41276, 0.76961], [-6.54917, -3.11241, 1.39574], [-4.22380, -2.82034, 2.05757], [-1.42473, 3.18145, 3.69265], [-0.83758, 2.10140, 4.42828], [-1.83028, 2.80504, 2.75353], [-2.24462, 3.62741, 4.25569], [-0.66492, 3.92723, 3.45898], [-1.45878, 1.71373, 5.04910]],
  "forces_ev_per_angstrom": [[0.6, -0.8, 0.6], [-3.2, 1.6, -0.7], [1.1, -0.6, 1.7], [1.9, -0.8, -1.3], [0.2, -0.3, -0.5], [-0.2, 1.1, 0.7], [0.5, -0.5, 0.0], [0.1, 0.1, -0.3], [0.3, -0.1, -0.1], [-0.3, 0.1, -0.4], [-0.2, -0.6, 0.0], [0.0, 0.4, -0.1], [-0.2, -0.6, -0.2], [0.0, 0.4, 1.2], [-0.3, 0.8, -0.5], [-0.1, 0.6, 0.2], [-0.3, -0.8, -0.2], [-0.6, -1.2, 0.9], [-0.2, -0.1, -1.0], [-0.4, 0.6, 0.0], [-1.6, -3.0, 1.6], [0.8, 1.3, -0.4], [1.2, 1.5, -0.6], [-0.1, 0.1, -0.9], [-0.4, 0.5, 0.2], [-0.1, -0.2, -0.2], [0.0, 0.6, 0.2], [0.8, -0.5, 0.3], [0.5, 0.6, -0.1], [0.2, 0.4, 0.0], [-0.1, -0.6, 0.2], [-0.1, 0.0, -0.3], [0.1, 0.0, -0.4], [0.1, 0.1, 0.5], [1.8, -0.2, 0.1], [0.1, 0.5, -0.2], [-1.2, -1.7, 1.5], [0.9, 0.9, -0.1], [1.1, -0.3, 1.2], [-1.8, 0.4, -1.3], [-0.1, -0.3, 0.3], [0.2, 0.1, -0.6], [-0.4, 0.4, 0.0], [-0.6, 1.2, -0.8], [-0.1, -0.8, 0.3], [0.0, 0.0, -0.1], [0.1, 0.3, -0.2], [-0.3, -0.4, 0.1], [0.4, -0.2, -0.3], [0.4, 0.1, 0.2], [-0.2, 0.0, 0.0], [1.2, 0.5, 0.4], [-0.7, -0.5, -0.6], [-0.7, 0.2, -0.3], [0.0, -0.3, 0.2], [0.0, -0.2, 0.1], [0.2, 0.3, 0.3], [0.5, -1.3, 0.8], [0.8, 0.4, -0.8], [0.0, 0.8, 0.9], [-1.1, 0.2, -0.8], [-0.2, -0.3, -0.1], [0.0, 0.1, 0.1], [1.7, 0.8, -1.0], [-0.4, 0.2, 0.4], [0.5, -0.4, 0.7], [-1.1, -0.5, -0.4], [0.0, 0.2, -0.1], [-0.6, -0.4, 0.3], [-0.3, -0.7, 0.3], [0.4, 0.3, -0.2], [-0.1, 0.0, -0.1], [0.1, 0.2, 0.0], [0.0, -0.1, 0.2], [-0.2, 0.2, -0.2]],
  "mulliken_charge": [-0.699, -0.303, -0.783, 0.466, -1.399, -0.756, 0.303, 0.242, 0.277, 0.343, 0.389, 0.305, 0.305, 0.380, 0.340, 0.316, 0.274, -0.678, -0.330, -0.540, 0.268, -1.324, -0.614, 0.319, 0.274, 0.210, 0.359, 0.301, 0.246, 0.319, 0.358, 0.366, 0.245, 0.249, -0.731, -0.322, -0.770, 0.585, -1.444, -0.747, 0.268, 0.249, 0.314, 0.395, 0.328, 0.327, 0.331, 0.399, 0.295, 0.241, 0.287, -0.634, -0.462, 0.284, 0.255, 0.269, 0.274, -0.592, -0.481, 0.256, 0.285, 0.256, 0.278, -0.485, -0.495, 0.244, 0.179, 0.256, 0.278, -0.390, -0.506, 0.115, 0.273, 0.218, 0.295],
  "gap_ev": 9.44,
  "de_lowest_kcal_mol": 105.1
}

Entry 2:
{
  "formula": "C3H10N2O",
  "method": "the ωB97M-V functional and the def2-TZVPD basis",
  "elements": ["C", "C", "O", "H", "H", "H", "H", "N", "C", "N", "H", "H", "H", "H", "H", "H"],
  "coordinates": [[2.25381, -1.56208, 0.21792], [1.26390, -0.83215, -0.60340], [0.57474, -1.38047, -1.42877], [3.22830, -1.33918, -0.23734], [2.26087, -1.38211, 1.28887], [2.02496, -2.63396, 0.12981], [1.10466, 0.24156, -0.36828], [-0.78622, 2.09649, -0.30665], [-1.59336, 1.22925, 0.63734], [-1.59066, -0.18604, 0.38961], [-0.34868, 1.39444, -0.90469], [-1.45205, 2.44831, -0.99738], [-2.57572, 1.69318, 0.66401], [-1.18693, 1.41560, 1.63590], [-2.33242, -0.37486, -0.27305], [-0.84520, -0.82798, 0.15608]],
  "forces_ev_per_angstrom": [[0.4, -1.2, -0.2], [-0.7, 0.2, 0.5], [0.2, 0.2, -0.2], [0.0, -0.2, 0.4], [0.0, 0.7, 0.0], [0.3, 0.2, -0.3], [0.3, -0.1, -0.2], [-0.7, -1.1, -0.7], [2.0, 0.9, 0.6], [-2.5, -0.3, -0.5], [0.5, 0.3, 0.1], [0.0, 0.4, 0.3], [-0.4, -0.7, 0.0], [0.1, -0.1, -0.1], [0.1, -0.3, 0.0], [0.3, 1.1, 0.3]],
  "nbo_charge": [-0.734, 0.430, -0.532, 0.245, 0.239, 0.237, 0.118, -0.839, -0.059, -0.880, 0.340, 0.342, 0.183, 0.165, 0.358, 0.388],
  "gap_ev": 10.01,
  "de_lowest_kcal_mol": 45.6
}

Entry 3:
{
  "formula": "C5H9NOS",
  "method": "the ωB97M-V functional and the def2-TZVPD basis",
  "elements": ["C", "C", "C", "C", "C", "N", "O", "S", "H", "H", "H", "H", "H", "H", "H", "H", "H"],
  "coordinates": [[-1.12170, 0.07348, -0.97353], [2.19454, -0.81748, -1.00351], [-1.31164, 2.02237, 1.11747], [0.84084, -1.12785, -0.22775], [-0.01277, -0.00834, -0.08101], [-1.88565, 0.21026, -1.84476], [-1.95995, -0.91476, 0.98899], [0.27457, 1.28948, 0.97182], [2.38899, -1.71885, -1.63664], [3.16526, -0.82134, -0.53187], [2.14053, 0.22023, -1.51822], [-1.46767, 2.83027, 0.34551], [-1.13195, 2.51448, 2.03197], [-2.06535, 1.31710, 1.16847], [1.05311, -1.52252, 0.83168], [0.31279, -1.87827, -0.88594], [-1.41394, -1.66825, 1.24733]],
  "forces_ev_per_angstrom": [[-1.1, 0.6, -1.8], [-0.2, 0.4, -1.2], [1.2, 2.8, -1.7], [2.7, -2.8, 0.2], [-3.7, 1.2, 1.2], [1.1, -0.1, 1.2], [1.8, 0.5, -0.6], [1.0, -1.0, -0.5], [-0.6, 1.2, -0.4], [-0.2, 0.4, 1.4], [0.0, -2.1, 0.2], [0.0, -1.1, 0.6], [-0.5, 0.8, 1.3], [-1.4, -1.6, 0.1], [-0.2, 0.2, -1.7], [0.5, 0.6, 1.2], [-0.3, -0.1, 0.1]],
  "nbo_charge": [0.226, -0.620, -0.755, -0.504, -0.012, -0.276, -0.949, 0.493, 0.232, 0.230, 0.225, 0.240, 0.232, 0.290, 0.260, 0.264, 0.423],
  "gap_ev": [7.21, 7.21],
  "de_lowest_kcal_mol": 117.0
}

Entry 4:
{
  "formula": "C32H53FN4O3PtSb",
  "method": "the ωB97M-V functional and the def2-TZVPD basis",
  "elements": ["Pt", "C", "C", "N", "C", "C", "N", "C", "C", "N", "H", "H", "H", "H", "H", "H", "H", "H", "H", "H", "H", "H", "H", "H", "H", "C", "C", "C", "C", "C", "C", "C", "F", "C", "C", "C", "O", "C", "C", "N", "C", "C", "O", "O", "H", "H", "H", "H", "H", "H", "H", "H", "H", "H", "H", "C", "C", "C", "C", "Sb", "C", "C", "C", "C", "C", "C", "C", "C", "H", "H", "H", "H", "H", "H", "H", "H", "H", "H", "H", "H", "H", "H", "H", "H", "H", "H", "H", "H", "H", "H", "H", "H", "H", "H", "H"],
  "coordinates": [[-0.91725, 1.50679, -1.88303], [-3.56258, 2.55404, -1.44845], [-2.75001, 3.77089, -0.99260], [-1.29415, 3.65004, -1.29533], [-0.80705, 4.59390, -2.34492], [0.04457, 3.91841, -3.41029], [-0.52387, 2.63319, -3.83507], [-1.72120, 2.66813, -4.68837], [-3.02505, 2.82465, -3.88648], [-3.00328, 1.98662, -2.68013], [-4.61471, 2.83841, -1.56197], [-3.49943, 1.77539, -0.68977], [-2.89603, 3.88325, 0.08093], [-3.13864, 4.67312, -1.46293], [-0.74411, 3.76251, -0.45413], [-0.20664, 5.38509, -1.89554], [-1.66536, 5.07137, -2.81091], [1.03042, 3.70787, -2.99576], [0.16768, 4.60490, -4.25411], [0.19810, 2.14438, -4.34972], [-1.76015, 1.72137, -5.22765], [-1.64733, 3.46779, -5.43014], [-3.85331, 2.54074, -4.53645], [-3.18245, 3.86274, -3.60372], [-3.41389, 1.07892, -2.86829], [1.95979, -5.73079, -1.50850], [2.71166, -4.46871, -1.93062], [3.43801, -4.61990, -3.26211], [2.44450, -4.98762, -4.35866], [1.23023, -4.09728, -4.31648], [0.35552, -4.05714, -5.38179], [-0.73969, -3.19527, -5.37256], [-1.56465, -3.18818, -6.41152], [-0.95533, -2.32164, -4.33942], [-0.08543, -2.34237, -3.24531], [-0.25951, -1.37135, -2.18374], [-1.22445, -0.53680, -2.24374], [0.65700, -1.45199, -1.10940], [1.59275, -2.47713, -1.08035], [1.75577, -3.34389, -2.05893], [0.97381, -3.27034, -3.20436], [0.58497, -0.52355, 0.02921], [1.09175, -0.93712, 1.12536], [0.06104, 0.62415, -0.04960], [2.64240, -6.57930, -1.51856], [1.12953, -5.94643, -2.17987], [1.55949, -5.62328, -0.50028], [3.42245, -4.20227, -1.14855], [4.20771, -5.38420, -3.17032], [3.93826, -3.68005, -3.50752], [2.12765, -6.02815, -4.25435], [2.92278, -4.90633, -5.33457], [0.51384, -4.69329, -6.24399], [-1.78111, -1.62651, -4.35371], [2.24547, -2.57833, -0.22290], [-1.00190, 2.11748, 5.90485], [-1.35430, 2.35287, 4.49738], [-0.83083, 3.57428, 3.83386], [-2.65820, 1.85273, 3.99792], [0.37435, 0.32427, 2.85616], [-0.54025, -1.75824, 3.60883], [-1.76240, -1.86776, 2.73269], [-0.82710, -1.52484, 5.07049], [0.49785, -2.82093, 3.36128], [2.57483, 1.13360, 3.08861], [3.52504, -0.00224, 2.80419], [2.60528, 2.22500, 2.04415], [2.65004, 1.62611, 4.51549], [-1.50015, 2.89731, 6.50137], [0.06616, 2.22904, 6.09802], [-1.35337, 1.15620, 6.27468], [-1.51465, 4.40058, 4.07676], [-0.82309, 3.47437, 2.75173], [0.15543, 3.86593, 4.19028], [-3.43363, 2.54920, 4.35155], [-2.92199, 0.87250, 4.38981], [-2.70303, 1.84983, 2.91184], [-2.44830, -1.03089, 2.87749], [-2.30901, -2.78216, 2.98705], [-1.49534, -1.93458, 1.67589], [-1.51792, -0.69535, 5.22806], [0.08368, -1.36190, 5.64700], [-1.30727, -2.42103, 5.48029], [0.80849, -2.86236, 2.32204], [0.05202, -3.79342, 3.60699], [1.37589, -2.69860, 3.99472], [3.33620, -0.46956, 1.84011], [3.50129, -0.76327, 3.58354], [4.54342, 0.40342, 2.77296], [2.42193, 1.82432, 1.04545], [3.59657, 2.68982, 2.04034], [1.87345, 3.00813, 2.25562], [2.47889, 0.82331, 5.23341], [1.95330, 2.44434, 4.70853], [3.65810, 2.01306, 4.70051]],
  "forces_ev_per_angstrom": [[-0.7, -0.4, 1.9], [-0.1, 0.1, 0.0], [-0.3, -0.1, 0.1], [0.7, -1.7, -0.6], [0.2, 0.2, -0.3], [0.0, 0.1, 0.2], [0.1, -0.2, -0.7], [0.0, 0.1, 0.1], [0.1, -0.1, -0.1], [0.1, -0.3, -0.2], [0.0, 0.1, 0.0], [-0.1, 0.0, 0.0], [0.1, 0.1, 0.0], [0.1, 0.1, 0.1], [-0.1, 0.2, 0.1], [-0.1, 0.0, 0.1], [0.0, 0.0, 0.1], [0.0, 0.0, -0.1], [0.0, 0.0, 0.0], [0.0, -0.1, 0.0], [0.1, 0.0, 0.0], [-0.1, 0.0, 0.0], [0.0, 0.1, 0.0], [-0.1, 0.0, 0.0], [-0.1, 0.0, 0.0], [0.0, 0.2, 0.0], [0.2, -0.5, 0.0], [-0.1, 0.0, 0.0], [0.1, -0.1, 0.1], [0.1, -0.1, 0.0], [0.0, 0.0, 0.0], [0.0, 0.2, 0.2], [0.0, -0.1, 0.0], [-0.1, 0.0, -0.1], [-0.2, 0.0, 0.2], [0.7, -0.5, 0.1], [0.2, 1.4, -0.5], [-0.3, 0.3, -0.3], [0.1, -0.1, 0.0], [0.0, 0.3, 0.1], [-0.3, 0.2, -0.2], [-0.1, 0.3, -0.5], [-0.8, 1.1, 0.7], [-0.2, 0.0, -0.3], [0.0, 0.0, 0.0], [0.0, 0.0, 0.0], [0.0, 0.0, 0.0], [0.0, 0.2, 0.0], [0.0, 0.0, 0.0], [0.0, 0.0, 0.0], [0.0, 0.0, 0.0], [-0.1, 0.0, 0.0], [0.0, 0.0, 0.0], [0.0, 0.0, -0.1], [0.0, -0.1, 0.0], [0.5, -0.7, -0.2], [-1.0, 1.1, -0.1], [0.5, -0.1, -0.1], [0.1, -0.4, -0.2], [0.9, -1.2, 0.0], [1.3, 1.5, -0.4], [-0.1, -0.1, 0.0], [-0.2, -0.3, 0.1], [-0.2, -0.5, 0.2], [-1.5, -1.1, 0.0], [0.4, 0.1, 0.0], [0.1, 0.0, 0.0], [0.2, 0.1, 0.0], [-0.1, 0.1, -0.2], [0.0, 0.1, 0.0], [0.0, 0.1, 0.1], [-0.1, -0.1, 0.1], [-0.1, 0.0, 0.0], [0.0, 0.0, 0.0], [0.1, 0.1, 0.1], [0.0, 0.0, 0.0], [0.0, 0.0, 0.0], [0.0, 0.0, 0.0], [0.0, 0.0, 0.0], [0.0, 0.0, 0.0], [0.0, 0.0, 0.0], [0.0, 0.0, 0.0], [0.0, 0.0, 0.0], [0.0, 0.0, 0.0], [0.1, 0.0, 0.0], [0.0, 0.0, 0.0], [0.0, 0.0, 0.0], [0.0, 0.0, 0.0], [0.0, 0.0, 0.0], [0.0, 0.0, 0.0], [0.0, 0.0, 0.0], [0.0, 0.0, 0.0], [0.0, 0.0, 0.0], [0.0, 0.0, 0.0], [0.0, 0.0, 0.0]],
  "mulliken_charge": [2.515, -0.909, -0.672, -0.313, -0.564, -0.928, -0.583, -0.803, -0.716, -0.463, 0.410, 0.451, 0.423, 0.396, 0.253, 0.465, 0.319, 0.469, 0.403, 0.323, 0.437, 0.446, 0.537, 0.269, 0.363, -1.403, -0.219, -1.039, -1.135, 0.873, -0.629, -0.155, -0.315, -1.042, 0.469, 1.543, -1.277, -0.478, -0.398, 0.089, -0.124, 0.708, -0.731, -1.025, 0.401, 0.390, 0.384, 0.500, 0.445, 0.347, 0.382, 0.542, 0.585, 0.656, 0.457, -1.254, 1.143, -0.818, -1.126, 0.825, 1.218, -1.249, -1.414, -1.356, 1.189, -1.398, -1.379, -1.486, 0.445, 0.281, 0.349, 0.501, -0.033, 0.317, 0.508, 0.280, 0.216, 0.191, 0.511, 0.147, 0.154, 0.343, 0.538, 0.083, 0.543, 0.314, 0.155, 0.333, 0.532, 0.262, 0.513, 0.207, 0.335, 0.209, 0.539],
  "gap_ev": [5.45, 5.47],
  "de_lowest_kcal_mol": 37.1,
  "total_charge": 3
}